Entry 1:
A structure of composition C37H55BF4P2PtSi at a distorted geometry. Source: OMol25; level of theory: the ωB97M-V functional and the def2-TZVPD basis.

Each line ends with the Löwdin charge.
CARTESIAN COORDINATES (ANGSTROEM)
Pt -1.381 -0.877 0.346  0.919
C -2.303 -1.279 4.257  -0.147
Si -1.243 -1.235 2.703  0.724
C -0.349 0.528 2.850  -0.314
C 0.451 0.629 3.982  -0.108
C 1.086 1.823 4.300  -0.036
C 0.914 2.929 3.484  -0.038
C 0.118 2.838 2.354  -0.071
C -0.498 1.632 2.008  -0.380
P -1.430 1.491 0.444  1.090
C -3.006 2.423 0.766  -0.359
C -2.854 3.957 0.682  -0.163
C -3.544 4.523 -0.558  -0.190
C -5.049 4.243 -0.510  -0.172
C -5.352 2.825 0.003  -0.170
C -4.142 1.910 -0.141  -0.207
C -0.387 2.088 -0.972  -0.387
C -0.018 3.566 -1.118  -0.180
C 0.927 3.716 -2.320  -0.172
C 0.272 3.224 -3.608  -0.181
C -0.138 1.762 -3.468  -0.181
C -1.065 1.587 -2.264  -0.210
C 0.082 -2.593 2.694  -0.283
C 0.223 -3.402 3.820  -0.066
C 1.078 -4.494 3.825  -0.022
C 1.812 -4.800 2.689  -0.016
C 1.698 -4.005 1.557  -0.069
C 0.839 -2.910 1.550  -0.350
P 0.815 -1.827 0.092  1.120
C 2.441 -0.929 0.184  -0.383
C 2.521 -0.148 1.510  -0.192
C 3.981 0.163 1.886  -0.170
C 4.826 0.373 0.637  -0.181
C 4.897 -0.927 -0.183  -0.160
C 3.670 -1.830 0.040  -0.182
C 0.672 -2.722 -1.535  -0.400
C 1.228 -1.796 -2.620  -0.202
C 0.754 -2.300 -3.989  -0.171
C 1.208 -3.745 -4.183  -0.183
C 0.690 -4.641 -3.062  -0.166
C 1.185 -4.149 -1.687  -0.177
H -1.725 -0.978 5.131  0.057
H -2.695 -2.283 4.424  0.047
H -3.161 -0.610 4.182  0.046
H 0.594 -0.228 4.632  0.111
H 1.710 1.879 5.182  0.123
H 1.404 3.864 3.720  0.123
H -0.019 3.708 1.728  0.087
H -3.239 2.138 1.797  0.125
H -1.807 4.260 0.701  0.080
H -3.322 4.394 1.566  0.138
H -3.113 4.067 -1.455  0.097
H -3.365 5.596 -0.621  0.127
H -5.474 4.386 -1.505  0.118
H -5.542 4.980 0.127  0.119
H -6.203 2.404 -0.532  0.121
H -5.652 2.853 1.055  0.122
H -3.822 1.907 -1.186  0.109
H -4.399 0.884 0.126  0.101
H 0.540 1.515 -0.818  0.106
H 0.493 3.945 -0.232  0.103
H -0.907 4.170 -1.299  0.105
H 1.843 3.148 -2.134  0.120
H 1.200 4.767 -2.417  0.124
H 0.971 3.331 -4.438  0.122
H -0.605 3.834 -3.839  0.125
H 0.754 1.140 -3.341  0.102
H -0.659 1.422 -4.364  0.127
H -1.342 0.533 -2.173  0.073
H -1.980 2.157 -2.444  0.114
H -0.340 -3.174 4.716  0.108
H 1.168 -5.110 4.709  0.126
H 2.461 -5.664 2.669  0.127
H 2.273 -4.252 0.676  0.098
H 2.439 -0.221 -0.652  0.112
H 2.078 -0.728 2.320  0.092
H 1.949 0.777 1.415  0.098
H 4.399 -0.667 2.461  0.123
H 4.003 1.046 2.524  0.116
H 5.832 0.689 0.911  0.120
H 4.391 1.181 0.042  0.114
H 5.783 -1.498 0.097  0.123
H 4.997 -0.682 -1.241  0.117
H 3.793 -2.419 0.949  0.114
H 3.584 -2.525 -0.797  0.102
H -0.416 -2.768 -1.659  0.084
H 2.321 -1.791 -2.595  0.121
H 0.864 -0.773 -2.467  0.079
H 1.162 -1.659 -4.771  0.121
H -0.337 -2.240 -4.031  0.122
H 2.299 -3.793 -4.233  0.124
H 0.823 -4.110 -5.137  0.123
H 1.029 -5.667 -3.206  0.125
H -0.403 -4.642 -3.066  0.127
H 2.276 -4.191 -1.660  0.115
H 0.777 -4.808 -0.919  0.115
F -2.274 -1.406 -1.845  0.007
B -3.138 -2.278 -1.052  -1.221
F -3.697 -1.393 -0.075  0.062
F -2.198 -3.078 -0.315  0.062
F -4.011 -2.964 -1.786  0.260

Computed properties:
LUMO level (eV): -8.669
Net charge: +2
HOMO energy (Eh): -0.5449
Gap between HOMO and LUMO (eV): 6.2
Energy relative to the best compared isomer or geometry (same formula, charge and spin) (eV): 0.000

---

Entry 2:
A structure of composition C5H14N2O2 at a distorted geometry. Source: OMol25; level of theory: the ωB97M-V functional and the def2-TZVPD basis.

Each line ends with the Löwdin charge.
CARTESIAN COORDINATES (ANGSTROEM)
C 0.643 -1.740 -1.125  -0.248
C 2.142 -1.594 -0.882  -0.089
N -0.147 -1.100 -0.060  -0.026
H 0.527 -0.168 0.845  0.189
H -0.742 -1.751 0.436  0.117
H 0.371 -1.257 -2.066  0.108
H 0.364 -2.794 -1.192  0.110
H 2.403 -0.540 -0.777  0.062
H 2.703 -2.017 -1.717  0.072
H 2.437 -2.113 0.032  0.071
C -0.219 1.995 1.724  -0.064
C -2.260 0.259 0.202  -0.016
N 0.284 1.045 0.747  -0.199
C -0.882 0.232 -0.431  -0.573
O 1.197 1.693 -0.120  -0.058
O -0.673 0.725 -1.556  -0.048
H 0.718 1.610 -0.990  0.081
H -0.864 1.472 2.430  0.082
H -0.790 2.780 1.221  0.094
H 0.610 2.459 2.260  0.085
H -2.920 -0.368 -0.398  0.089
H -2.261 -0.107 1.229  0.074
H -2.640 1.278 0.188  0.085

Computed properties:
LUMO level (eV): 0.843
Net charge: 0
HOMO energy (Eh): -0.3353
Gap between HOMO and LUMO (eV): 10.0
Energy relative to the best compared isomer or geometry (same formula, charge and spin) (eV): 3.924

---

> The lowest net charge belongs to which entry?

C5H14N2O2

---

> Which value of gap between HOMO and LUMO does entry 2 give?

10.0 eV

---

> Among the records above, which one has the lowest net charge?

C5H14N2O2

---

> Which formula does entry 1 have?

C37H55BF4P2PtSi